No. 1
A structure of composition C68H73N5O7S2SnTe, computed with ωB97M-V/def2-TZVPD.

Results
E_HOMO: -7.531 eV
Gap between HOMO and LUMO: 5.315 eV
LUMO: -0.081 Eh
Maximum force: 0.015 hartree/bohr

XYZ file:
```
157
Properties=species:S:1:pos:R:3:mulliken_charge:R:1
Sn -0.45 0.72 -0.13 1.85
C -5.03 -3.98 4.68 -1.67
C -3.50 -4.01 4.50 1.65
C -2.82 -3.85 5.87 -1.72
C -3.10 -5.36 3.91 -2.04
C -3.10 -2.85 3.60 -0.17
C -2.55 -3.02 2.39 -1.04
C -2.15 -1.87 1.60 -0.70
N -1.37 -1.77 0.59 1.80
C -0.65 -2.71 -0.12 -1.18
C -0.54 -4.11 0.13 -1.08
C 0.15 -4.91 -0.73 0.33
C 0.65 -4.35 -1.93 -0.70
C 0.56 -3.04 -2.28 0.60
C -0.09 -2.13 -1.35 -0.15
O -0.34 -0.93 -1.66 -0.47
C 0.95 -2.53 -3.66 1.94
C 1.63 -3.62 -4.49 -2.48
C -0.32 -2.09 -4.40 -1.62
C 1.92 -1.34 -3.57 -1.54
C 0.42 -6.38 -0.44 1.80
C 1.93 -6.64 -0.57 -1.68
C -0.35 -7.25 -1.44 -1.75
C 0.00 -6.77 0.98 -2.13
C -2.69 -0.51 2.02 0.94
O -2.63 0.40 1.22 -0.13
C -3.22 -0.36 3.39 -0.28
C -3.38 -1.50 4.09 -0.37
C -3.56 1.03 3.90 2.35
C -4.59 1.70 2.97 -1.40
C -2.27 1.87 3.94 -1.69
C -4.15 0.98 5.31 -2.40
H -5.35 -4.82 5.30 0.45
H -5.53 -4.05 3.72 0.32
H -5.36 -3.06 5.17 0.36
H -3.07 -4.70 6.50 0.49
H -3.12 -2.95 6.39 0.32
H -1.73 -3.83 5.75 0.36
H -3.37 -6.15 4.62 0.52
H -2.03 -5.42 3.74 0.43
H -3.62 -5.57 2.98 0.34
H -2.38 -4.01 2.00 0.78
H -0.90 -4.49 1.06 0.65
H 1.12 -5.03 -2.63 0.54
H 0.98 -4.48 -4.65 0.41
H 2.56 -3.95 -4.03 0.43
H 1.88 -3.21 -5.47 0.46
H -1.02 -2.92 -4.51 0.32
H -0.06 -1.74 -5.40 0.50
H -0.83 -1.28 -3.88 -0.03
H 2.83 -1.61 -3.04 0.25
H 1.46 -0.50 -3.05 0.00
H 2.19 -1.02 -4.58 0.75
H 2.28 -6.49 -1.60 0.37
H 2.15 -7.67 -0.29 0.46
H 2.50 -5.97 0.06 0.33
H -0.04 -7.04 -2.46 0.33
H -1.43 -7.06 -1.37 0.34
H -0.17 -8.30 -1.24 0.48
H 0.45 -6.11 1.73 0.40
H 0.32 -7.79 1.19 0.53
H -1.09 -6.73 1.11 0.39
H -3.80 -1.43 5.09 0.51
H -4.20 1.87 1.98 0.03
H -4.87 2.66 3.40 0.53
H -5.49 1.09 2.89 0.31
H -1.84 1.98 2.95 0.22
H -1.53 1.41 4.60 0.29
H -2.50 2.86 4.32 0.50
H -5.06 0.37 5.34 0.43
H -4.41 1.99 5.62 0.45
H -3.44 0.58 6.04 0.38
C -2.87 4.55 -5.94 -1.60
C -2.60 3.68 -4.75 0.18
C -3.63 3.09 -4.02 -0.99
C -3.39 2.30 -2.91 0.86
C -4.57 1.73 -2.18 -0.34
O -5.59 2.38 -2.10 -0.65
C -4.54 0.33 -1.63 0.21
C -5.42 0.03 -0.59 -0.30
C -5.46 -1.25 -0.06 -0.62
C -4.64 -2.25 -0.59 -0.18
C -3.78 -1.95 -1.64 -0.52
C -3.73 -0.67 -2.15 -0.36
C -2.07 2.15 -2.41 0.11
O -1.94 1.54 -1.27 -0.41
C -1.00 2.70 -3.16 0.11
C -1.31 3.45 -4.31 -1.21
C 0.41 2.51 -2.81 1.20
N 0.80 1.85 -1.78 0.01
C 2.21 1.63 -1.49 -0.02
C 2.93 2.81 -0.84 -1.91
Te 1.91 3.75 0.81 0.20
C 1.99 5.66 -0.10 0.19
C 0.84 6.42 -0.26 -0.43
C 0.89 7.66 -0.89 -0.56
C 2.10 8.14 -1.38 -0.47
C 3.25 7.39 -1.22 -0.77
C 3.20 6.16 -0.58 -0.20
C 1.44 3.12 -3.72 -0.31
C 1.76 4.47 -3.59 -0.06
C 2.76 5.03 -4.36 -0.70
C 3.46 4.23 -5.27 -0.71
C 3.13 2.89 -5.41 -0.73
C 2.13 2.34 -4.63 -0.18
H -3.94 4.63 -6.13 0.38
H -2.41 4.15 -6.85 0.34
H -2.48 5.55 -5.79 0.34
H -4.66 3.22 -4.33 0.40
H -6.06 0.81 -0.20 0.49
H -6.13 -1.48 0.75 0.37
H -4.68 -3.25 -0.19 0.48
H -3.15 -2.72 -2.06 0.44
H -3.05 -0.44 -2.96 0.47
H -0.49 3.87 -4.88 0.61
H 2.76 1.36 -2.39 0.27
H 2.28 0.77 -0.83 -0.07
H 3.07 3.62 -1.56 0.86
H 3.91 2.48 -0.50 0.68
H -0.11 6.05 0.10 0.38
H -0.01 8.25 -1.00 0.39
H 2.14 9.10 -1.87 0.39
H 4.20 7.76 -1.59 0.42
H 4.11 5.59 -0.44 0.43
H 1.22 5.09 -2.88 0.66
H 3.01 6.07 -4.25 0.46
H 4.25 4.66 -5.86 0.39
H 3.67 2.28 -6.12 0.44
H 1.87 1.29 -4.74 0.48
O 3.91 -1.21 -1.06 -0.54
S 3.53 -2.37 -0.29 0.97
O 3.64 -3.64 -0.95 -0.55
O 3.89 -2.30 1.13 -0.49
S 1.54 -2.16 0.48 0.45
C 2.35 -0.47 4.23 -0.85
C 1.64 0.17 3.24 -0.55
N 2.22 0.81 2.22 0.78
C 3.54 0.80 2.17 -0.26
C 4.35 0.20 3.12 0.73
C 3.74 -0.46 4.17 -0.60
C 5.82 0.25 2.96 -1.20
C 6.56 1.34 2.83 -0.79
C 6.11 2.74 2.90 1.09
C 6.95 3.76 2.46 -0.70
C 6.47 5.06 2.55 -0.21
N 5.26 5.34 3.03 -0.55
C 4.54 4.30 3.42 -0.40
N 4.90 3.02 3.39 -0.24
H 1.83 -0.98 5.03 0.50
H 0.55 0.18 3.26 0.34
H 3.99 1.29 1.31 0.29
H 4.33 -0.95 4.93 0.50
H 6.32 -0.71 2.90 0.46
H 7.62 1.22 2.65 0.34
H 7.93 3.55 2.05 0.39
H 7.08 5.90 2.23 0.40
H 3.55 4.51 3.81 0.56
```

***

No. 2
A cluster of 3 separate species, C37H59N2O8 in total in a non-equilibrium geometry, computed with ωB97M-V/def2-TZVPD.

Results
E_HOMO: -11.584 eV
Gap between HOMO and LUMO: 7.969 eV
Total charge: +1
LUMO: -0.133 Eh
Maximum force: 0.066 hartree/bohr

XYZ file:
```
106
Properties=species:S:1:pos:R:3:mulliken_charge:R:1
C 1.04 3.87 3.64 -0.67
C 0.96 4.07 2.28 -0.29
C -0.25 3.42 1.49 -0.76
N 0.22 2.50 0.43 0.92
C 0.95 3.03 -0.51 -1.41
C 1.43 1.93 -1.59 2.29
C 2.85 1.54 -1.01 -2.14
C 3.64 0.45 -1.82 0.30
C 4.87 0.02 -0.90 -1.36
C 4.37 -1.03 0.20 0.23
C 5.47 -2.09 0.63 -0.57
C 4.80 -3.53 0.58 -0.92
C 1.39 2.81 -2.92 -0.99
C 2.76 3.48 -3.30 -0.65
C 2.56 4.37 -4.60 -0.79
C 2.48 3.42 -5.87 -0.42
O 3.43 3.86 -6.87 -0.40
C 4.39 2.88 -7.11 0.15
O 5.18 2.63 -6.24 -0.42
C 0.18 0.94 -1.33 2.86
C 0.40 -0.60 -1.63 -0.86
C 0.65 -0.94 -3.15 -0.08
C 0.97 -2.46 -3.45 -1.01
C 1.80 -3.21 -2.34 -0.72
C -1.00 1.43 -2.24 -1.35
C -2.40 0.71 -1.98 -0.62
C -3.16 0.39 -3.33 -0.60
N -4.59 0.09 -3.01 -0.75
C 0.06 1.04 0.24 -0.22
C -1.13 0.35 0.98 -0.65
C -0.91 -1.06 1.37 0.01
C -1.88 -1.86 2.09 -1.11
C -3.15 -1.22 2.46 -0.37
C -3.39 0.16 2.06 -1.01
C -2.40 0.96 1.32 -0.11
H 1.95 3.46 4.15 0.26
H 0.11 4.10 4.23 0.29
H 1.74 4.67 1.73 0.31
H -0.90 2.94 2.26 0.45
H -0.86 4.24 1.01 0.34
H 1.25 4.09 -0.60 0.48
H 2.81 1.17 0.06 0.52
H 3.53 2.44 -0.96 0.49
H 4.08 0.83 -2.78 0.31
H 3.07 -0.49 -2.01 -0.21
H 5.71 -0.41 -1.50 0.54
H 5.28 0.91 -0.34 0.28
H 4.14 -0.41 1.12 0.34
H 3.40 -1.51 -0.09 -0.35
H 6.41 -2.05 0.03 0.38
H 5.69 -1.92 1.72 0.23
H 5.63 -4.28 0.66 0.37
H 4.26 -3.73 -0.38 0.18
H 4.14 -3.72 1.47 0.26
H 0.60 3.60 -2.83 0.61
H 1.10 2.16 -3.80 0.07
H 3.57 2.73 -3.52 0.08
H 3.13 4.13 -2.47 0.46
H 1.56 4.87 -4.50 0.31
H 3.35 5.16 -4.68 0.42
H 1.45 3.45 -6.32 0.31
H 2.67 2.35 -5.59 0.32
H 4.43 2.30 -8.08 0.36
H 1.28 -0.94 -1.01 -0.50
H -0.47 -1.23 -1.29 0.74
H 1.53 -0.32 -3.49 0.10
H -0.20 -0.65 -3.82 0.26
H 1.61 -2.48 -4.39 0.39
H 0.02 -2.99 -3.74 0.35
H 2.49 -3.96 -2.83 0.44
H 2.46 -2.53 -1.75 0.01
H 1.09 -3.81 -1.72 0.33
H -1.18 2.54 -2.11 0.32
H -0.80 1.30 -3.34 0.56
H -2.33 -0.22 -1.36 0.22
H -3.04 1.46 -1.44 0.36
H -3.12 1.26 -4.04 0.39
H -2.76 -0.53 -3.83 0.23
H -4.90 0.73 -2.27 0.31
H -4.58 -0.83 -2.56 0.30
H 0.93 0.42 0.60 0.18
H 0.07 -1.54 1.09 0.27
H -1.61 -2.91 2.35 0.43
H -3.89 -1.83 3.04 0.43
H -4.37 0.60 2.35 0.36
H -2.60 2.03 1.06 0.53
C -2.56 -3.23 6.28 -0.09
C -3.20 -4.58 6.15 -0.23
O -2.60 -5.11 4.96 -0.35
C -1.41 -4.47 4.80 0.67
O -0.59 -4.79 4.00 -0.54
O -1.29 -3.42 5.66 -0.34
H -2.44 -2.93 7.32 0.33
H -3.10 -2.45 5.74 0.09
H -2.97 -5.24 6.99 0.29
H -4.29 -4.52 6.04 0.18
C -7.31 -2.10 4.80 -0.39
C -6.57 -0.80 4.90 0.21
O -6.19 -0.75 6.27 -0.35
C -6.17 -2.03 6.73 0.66
O -5.74 -2.36 7.79 -0.51
O -6.70 -2.89 5.82 -0.33
H -7.20 -2.58 3.82 0.31
H -8.38 -2.00 5.02 0.30
H -5.66 -0.78 4.28 -0.26
H -7.19 0.06 4.63 0.36
```